Record 1
{"formula": "C56H148N8O20", "method": "ωB97M-V with the def2-TZVPD basis set", "e_homo_ev": -8.19, "charge": 0, "elements": ["O", "O", "O", "O", "O", "O", "O", "O", "O", "O", "O", "O", "O", "O", "O", "O", "O", "O", "O", "O", "N", "N", "N", "N", "N", "N", "N", "N", "C", "C", "C", "C", "C", "C", "C", "C", "C", "C", "C", "C", "C", "C", "C", "C", "C", "C", "C", "C", "C", "C", "C", "C", "C", "C", "C", "C", "C", "C", "C", "C", "C", "C", "C", "C", "C", "C", "C", "C", "C", "C", "C", "C", "C", "C", "C", "C", "C", "C", "C", "C", "C", "C", "C", "C", "H", "H", "H", "H", "H", "H", "H", "H", "H", "H", "H", "H", "H", "H", "H", "H", "H", "H", "H", "H", "H", "H", "H", "H", "H", "H", "H", "H", "H", "H", "H", "H", "H", "H", "H", "H", "H", "H", "H", "H", "H", "H", "H", "H", "H", "H", "H", "H", "H", "H", "H", "H", "H", "H", "H", "H", "H", "H", "H", "H", "H", "H", "H", "H", "H", "H", "H", "H", "H", "H", "H", "H", "H", "H", "H", "H", "H", "H", "H", "H", "H", "H", "H", "H", "H", "H", "H", "H", "H", "H", "H", "H", "H", "H", "H", "H", "H", "H", "H", "H", "H", "H", "H", "H", "H", "H", "H", "H", "H", "H", "H", "H", "H", "H", "H", "H", "H", "H", "H", "H", "H", "H", "H", "H", "H", "H", "H", "H", "H", "H", "H", "H", "H", "H", "H", "H", "H", "H", "H", "H", "H", "H", "H", "H", "H", "H", "H", "H"], "xyz": [[14.9922, 11.9712, 11.6460], [12.4983, 14.5306, 15.2031], [16.2197, 17.2849, 19.7630], [10.1469, 10.7744, 12.4814], [22.6473, 15.9572, 17.0920], [16.7247, 14.7660, 20.8920], [16.7921, 17.0987, 13.3530], [14.5013, 17.6208, 9.7918], [15.3444, 11.2398, 17.2040], [19.4109, 20.3553, 12.0323], [18.5272, 12.4461, 20.4439], [12.3378, 18.1729, 14.7442], [21.0660, 17.3871, 19.2146], [20.2985, 20.3723, 16.4444], [18.0718, 15.3608, 11.4147], [13.6416, 23.3878, 9.9148], [11.8127, 15.2613, 9.9072], [14.9422, 22.2030, 14.2561], [21.6708, 13.3975, 13.7443], [11.2446, 10.6876, 16.5742], [12.7886, 10.8124, 13.2959], [17.1992, 14.5857, 15.0464], [11.0889, 14.2506, 12.5676], [20.2418, 15.2314, 15.2744], [16.3428, 22.1734, 11.5584], [13.3181, 9.4274, 18.0531], [13.9506, 20.7589, 10.4291], [18.5034, 18.8667, 18.0283], [12.9991, 17.6352, 15.8663], [12.2517, 15.0223, 12.2570], [9.9886, 10.5329, 15.8544], [12.7239, 14.7341, 10.8373], [16.4732, 15.9804, 16.9209], [20.4034, 15.3733, 13.8238], [15.0371, 12.0255, 13.0860], [15.5819, 21.2764, 15.1006], [19.9857, 18.0263, 19.8871], [14.6846, 9.4287, 18.6283], [10.4918, 14.5856, 13.8251], [19.0451, 13.9049, 18.4592], [16.8359, 17.0928, 14.7649], [22.1271, 12.2953, 13.0255], [19.4883, 19.1886, 19.1217], [12.5431, 22.5747, 9.6340], [13.5117, 18.2375, 10.5638], [13.9896, 24.2560, 8.8875], [18.4137, 22.9308, 12.6452], [18.5051, 15.7736, 10.1285], [15.6703, 9.8953, 17.6190], [19.4610, 12.7656, 19.3809], [24.0025, 15.9966, 16.8055], [14.5689, 20.8691, 16.1776], [18.0075, 20.5769, 11.9169], [13.9674, 19.5439, 11.2261], [20.5273, 13.9859, 13.1847], [15.9475, 17.9930, 20.9290], [14.8536, 13.4656, 20.0417], [16.3654, 15.7632, 15.3598], [21.6619, 16.3423, 20.0555], [15.8268, 13.1258, 11.2355], [11.9702, 14.9001, 8.5318], [8.8109, 10.3512, 12.2466], [19.6763, 18.9905, 12.1744], [14.5850, 18.1167, 8.5023], [11.0280, 9.7976, 11.9382], [12.0090, 17.3913, 16.9712], [16.4621, 11.7810, 16.4770], [21.3350, 20.4307, 15.4524], [17.7869, 22.0485, 11.6413], [12.6817, 21.4251, 10.6238], [14.2036, 10.9386, 13.7252], [15.5885, 13.9520, 21.2792], [11.1428, 14.0441, 15.1205], [17.4227, 16.5530, 9.4292], [18.1527, 20.0678, 17.2498], [11.0402, 10.4931, 17.9403], [15.4902, 16.9442, 12.8105], [18.9557, 20.2543, 15.9563], [12.4124, 10.5146, 18.5689], [12.4584, 10.3051, 11.9346], [20.5306, 16.4697, 16.0792], [15.6561, 19.4085, 20.5552], [21.9581, 16.8995, 16.3019], [13.0985, 13.9989, 16.3448], [19.0284, 19.9577, 19.8080], [12.7557, 22.1739, 8.6066], [13.2630, 9.3668, 17.0344], [12.7559, 11.5441, 18.2566], [13.6908, 17.9239, 7.9212], [16.2455, 17.9445, 15.1719], [11.5627, 23.0095, 9.7527], [15.2162, 17.4513, 21.5697], [14.6832, 24.9572, 9.3910], [15.9978, 22.0885, 12.5251], [15.3348, 15.5360, 15.0896], [21.3652, 11.4760, 12.9098], [22.5038, 12.5120, 11.9700], [16.1102, 11.8899, 13.3831], [20.3231, 19.7147, 18.6149], [16.5776, 15.8438, 9.3929], [17.9895, 22.6643, 13.5896], [19.8306, 13.9610, 17.7202], [13.7521, 18.2999, 16.2029], [17.2683, 14.1398, 20.3861], [17.6755, 16.7169, 8.3842], [14.1545, 21.7634, 13.8576], [14.4298, 14.2756, 19.4753], [15.9753, 23.1105, 11.3260], [20.7874, 14.4720, 15.6441], [11.0489, 15.1995, 8.0505], [14.6648, 10.0222, 19.5630], [16.2055, 15.0790, 17.5221], [21.0502, 15.4483, 19.9656], [16.7729, 11.0822, 15.6829], [11.1407, 12.9552, 15.1231], [20.6586, 14.0762, 12.1001], [16.7211, 9.9306, 17.9844], [19.4541, 11.8548, 18.7814], [10.7438, 9.5680, 10.9116], [15.5166, 17.1110, 11.7234], [19.6902, 13.3179, 13.3680], [16.8395, 12.8852, 11.5522], [14.7393, 21.3515, 10.6061], [14.5430, 23.7620, 8.0526], [13.7518, 15.0830, 10.6517], [24.2003, 15.8513, 15.7091], [17.3775, 14.4811, 14.0247], [13.7117, 20.4629, 15.6630], [13.3619, 13.0049, 16.1525], [16.4710, 19.8963, 19.9815], [24.5626, 15.3058, 17.3980], [17.3043, 12.0991, 17.1101], [8.4975, 10.5091, 11.1763], [17.6068, 19.9128, 11.1202], [16.3619, 21.9043, 15.5602], [14.7157, 9.9859, 13.5846], [19.0552, 12.3281, 21.2356], [9.4057, 14.2866, 13.7921], [16.0127, 13.1093, 21.8054], [14.3207, 21.7629, 16.8147], [22.2671, 20.7176, 15.9188], [18.9970, 18.4870, 12.8739], [16.0890, 12.6797, 15.9280], [10.2390, 10.4833, 14.7921], [15.0349, 19.4151, 11.5143], [22.4701, 17.0284, 15.3428], [15.5039, 14.0528, 11.7386], [15.0221, 14.4097, 22.0346], [17.7110, 16.0600, 11.9415], [18.2481, 22.2478, 10.6478], [13.1742, 24.8358, 8.4218], [15.0172, 15.9433, 12.9051], [13.0636, 17.5392, 11.2689], [15.8198, 16.7488, 17.3515], [10.5482, 14.4322, 15.9702], [22.6973, 16.1958, 19.7582], [17.5208, 16.1830, 17.1600], [11.9071, 20.6705, 10.4317], [8.6095, 9.3247, 12.5445], [12.7220, 18.5389, 9.8421], [14.9287, 20.1633, 16.8855], [21.9237, 17.8404, 16.8434], [20.0588, 16.3296, 17.0433], [11.2213, 16.6057, 16.6645], [18.0842, 23.9552, 12.5210], [18.1330, 14.6944, 15.4275], [13.9998, 14.5880, 16.6264], [14.8123, 17.6436, 13.2814], [18.2948, 20.9813, 17.8959], [10.4767, 15.6828, 13.8551], [17.0422, 20.0937, 17.1111], [15.4813, 17.6764, 8.0843], [20.7382, 18.9125, 12.4799], [19.9123, 17.2767, 15.6024], [10.5899, 9.4941, 18.0492], [13.1774, 9.4688, 11.7922], [18.5944, 21.1515, 15.4611], [12.6610, 11.0497, 11.1434], [21.2641, 15.9766, 13.5327], [12.5861, 17.1455, 17.8782], [19.5866, 18.5229, 11.2278], [14.7761, 19.6437, 19.9742], [19.1678, 17.2971, 20.1143], [17.0355, 17.4749, 9.8921], [14.6325, 12.9915, 13.3674], [18.8463, 19.4436, 15.2573], [18.6837, 14.8495, 9.6365], [17.8608, 17.3513, 15.0254], [9.2779, 11.3424, 15.9753], [14.9559, 8.4390, 18.9615], [15.3613, 12.7701, 19.3779], [13.9915, 12.9333, 20.3514], [11.9933, 16.0821, 12.2886], [17.7184, 18.3310, 18.3577], [12.5026, 21.6291, 11.6439], [16.4018, 16.3760, 20.0216], [18.9633, 14.8101, 19.0011], [19.5231, 15.8819, 13.3432], [21.6670, 16.7071, 21.1100], [10.3790, 11.2883, 18.2989], [24.4200, 16.9377, 17.1484], [14.6781, 19.2219, 8.5428], [23.0146, 11.8469, 13.5340], [15.6420, 20.0222, 21.4283], [9.5310, 9.5868, 16.2076], [12.0199, 13.7851, 8.4112], [19.4955, 22.8269, 12.6564], [21.0961, 21.1942, 14.7255], [12.8436, 15.4016, 8.0489], [8.1740, 10.9386, 12.9159], [12.7794, 13.5889, 10.7577], [11.8429, 17.5857, 14.1574], [15.9786, 20.4094, 14.5709], [10.8811, 8.8565, 12.4560], [12.4121, 14.0253, 17.2217], [13.4766, 16.6950, 15.6075], [14.2119, 11.0591, 14.8320], [21.4147, 19.4894, 14.9334], [18.1197, 13.7324, 17.9144], [15.7140, 13.2563, 10.1478], [20.4264, 12.9003, 19.8347], [16.8064, 17.9816, 21.5788], [11.2628, 13.2691, 12.4418], [12.2925, 11.6820, 13.5165], [15.6527, 9.2418, 16.7434], [20.3196, 18.2936, 20.8680], [17.4679, 20.3039, 12.8447], [12.3996, 10.5342, 19.6498], [13.4869, 19.6666, 12.2067], [19.4186, 16.3441, 10.2354], [11.5776, 18.3735, 17.2409], [13.1306, 14.8691, 12.9254]], "forces_ev_per_a": [[0.8, 1.7, 0.4], [-1.3, 0.2, -0.2], [-0.1, -0.2, -0.9], [-0.3, -0.6, -0.5], [-0.5, -0.8, -0.2], [-0.6, 0.0, 0.1], [-0.1, -0.2, -0.7], [0.2, -1.0, 1.1], [1.1, -0.5, 0.0], [-0.8, 0.4, 0.5], [-0.1, 0.8, -0.2], [0.2, 1.5, -0.9], [0.6, -0.8, 0.8], [0.4, 0.2, -0.7], [0.3, -1.3, -0.1], [-0.4, 0.9, 0.4], [-0.1, 0.2, -0.5], [-1.1, -0.3, -1.4], [0.9, -0.4, 0.0], [-1.3, 0.4, -1.6], [0.3, 0.4, 0.1], [-0.3, 0.2, -1.3], [0.0, 0.1, 0.0], [0.1, 1.4, 0.3], [-1.1, 0.8, 0.6], [-1.2, 0.6, 1.1], [-1.3, -1.1, -0.3], [1.5, 0.6, 0.0], [-1.3, -1.9, -0.5], [1.3, 0.3, -0.8], [1.3, -0.9, 0.1], [0.2, -1.8, -0.2], [-0.5, -1.0, -0.1], [-1.0, -0.4, -0.3], [0.2, -0.7, -0.7], [-0.4, 0.7, 1.6], [-0.3, -1.7, 0.1], [-1.4, 0.4, 0.1], [-1.0, -0.2, 0.5], [0.2, -1.1, 0.4], [-0.6, 0.2, -0.1], [0.9, -1.5, -1.0], [-1.1, 1.5, -1.3], [1.1, -1.9, 0.0], [-1.2, 1.6, -1.0], [1.3, 1.0, -0.3], [0.2, 0.4, 0.5], [-0.6, 1.1, 1.3], [1.0, 1.4, -0.1], [-1.2, -1.1, -0.4], [0.7, 0.5, -0.7], [0.3, 1.5, 0.2], [0.6, -0.3, -0.1], [2.3, -0.1, 0.8], [0.3, 0.8, -0.1], [-0.1, -0.3, 0.5], [-0.4, 0.3, 0.5], [1.1, 0.1, 2.0], [-0.7, 1.8, 0.0], [-1.1, -1.2, 0.0], [0.4, -0.6, 0.7], [-0.5, 1.0, -0.1], [1.1, 0.2, 0.8], [0.5, 1.5, -0.2], [0.3, 0.3, -0.6], [-0.5, -0.1, 0.5], [-1.4, 0.8, -0.9], [-1.3, 0.4, 0.3], [-0.2, -0.5, -2.2], [-0.2, -1.2, -2.1], [-0.7, -0.6, 0.1], [1.9, -1.2, -1.6], [0.0, 1.0, -1.0], [-0.9, -0.9, -0.5], [-1.2, 0.0, 1.0], [0.2, -1.1, 0.1], [-0.4, -0.4, -0.6], [0.4, 0.2, 1.7], [1.2, 1.0, -1.4], [1.1, 0.2, 1.4], [-1.6, -0.5, -1.0], [0.6, 1.3, -0.3], [-0.5, 0.1, -0.3], [0.2, 1.5, 1.4], [0.3, -0.7, -0.2], [-0.9, 0.1, 0.6], [0.3, 0.3, 0.5], [0.3, -0.7, 0.3], [-0.3, -0.4, -0.3], [-0.2, -0.4, -0.2], [-0.3, 0.8, -0.3], [-0.4, 0.6, -0.6], [-0.3, -0.1, -0.7], [0.0, -0.2, -0.4], [0.0, 0.2, -0.1], [0.4, 0.7, 0.2], [-0.6, 0.3, 1.1], [-0.8, 0.4, 0.2], [-0.3, -0.4, 0.4], [-0.1, 0.4, 0.0], [0.0, -0.3, 1.1], [0.3, 0.4, -0.3], [0.7, 0.9, 0.0], [0.2, 0.2, 0.3], [0.2, 0.3, -0.1], [0.7, 0.5, 0.4], [0.2, 0.6, -0.4], [0.7, -0.5, -0.2], [0.4, -0.2, -0.2], [-0.1, 0.3, -0.2], [0.2, 0.1, -0.6], [0.1, 0.2, -0.7], [0.2, -0.3, 0.1], [0.2, 0.0, 0.4], [0.0, -0.2, 0.1], [-0.1, 0.1, 0.0], [-0.5, -0.3, 0.1], [0.6, -0.1, -0.2], [-0.1, 0.2, -0.4], [0.3, 0.2, 0.5], [-0.6, 0.1, 0.1], [0.2, 0.3, -0.3], [0.4, 0.2, 0.3], [-0.3, 0.0, 0.5], [-0.2, 0.3, 0.1], [0.0, 0.1, 0.9], [-0.5, 0.3, 0.8], [-0.6, -0.1, 0.1], [0.6, -1.8, 0.0], [0.0, -0.8, 0.1], [0.0, -1.1, 0.2], [-0.3, -0.4, 0.0], [0.3, -0.2, 0.9], [0.0, 0.5, 0.2], [0.2, -0.7, -0.2], [-0.2, -0.3, -0.3], [-0.2, 0.0, 0.2], [0.9, 0.1, 0.3], [0.1, -0.7, 0.1], [-0.1, -0.7, -0.9], [0.1, -0.2, 0.3], [0.2, 0.1, 0.1], [0.4, -0.6, 0.6], [0.0, -0.2, 0.2], [-0.4, -0.2, -0.2], [0.1, 0.1, 0.0], [0.0, -0.4, -0.1], [-1.0, 1.3, 0.5], [-0.3, 1.1, 0.5], [-0.4, 0.0, 0.4], [-0.1, -0.3, 0.4], [0.6, 0.2, 0.4], [0.3, -0.1, 0.0], [0.3, 0.2, -0.5], [0.3, -0.3, -0.1], [-0.2, -0.1, -0.3], [-0.1, 0.3, 0.0], [-0.1, 0.1, -0.4], [0.4, -0.4, -0.1], [-0.2, -0.3, 0.5], [0.5, -1.0, 0.4], [0.1, 0.4, 0.0], [0.0, 0.0, 0.4], [1.2, 1.3, 0.8], [0.3, 0.4, -0.4], [0.2, 0.3, 0.2], [-0.5, -0.3, -0.4], [-0.3, 0.4, 0.1], [0.2, -0.5, -0.6], [0.0, -0.1, 0.3], [0.9, -0.3, -0.4], [-0.1, 0.0, -0.5], [-0.6, -0.2, 0.1], [0.8, -0.4, 0.4], [-0.2, 0.2, 0.4], [-0.6, 0.3, -0.3], [0.2, 0.4, -0.2], [-0.3, -0.3, 0.2], [0.4, -0.1, 0.0], [-0.4, -0.6, -0.2], [-0.2, -0.8, -1.1], [-0.6, -0.5, -0.1], [0.2, 0.2, -0.5], [0.6, -0.3, 0.0], [0.2, 0.5, 0.4], [0.0, -0.7, -0.3], [0.4, -0.6, -0.8], [0.2, -0.5, 0.1], [0.0, 0.4, 0.5], [0.1, -0.6, 0.0], [0.6, 0.2, 0.1], [-1.0, -0.8, 0.5], [-0.1, 0.1, 0.2], [-0.3, 0.1, 0.3], [-0.1, 1.2, 1.5], [0.1, -0.6, 0.0], [0.0, 1.2, 0.4], [0.5, -0.4, 0.7], [-0.1, -0.4, -0.5], [0.0, -0.1, 0.5], [0.2, 0.7, -0.4], [0.2, -0.5, -0.2], [-0.8, 0.5, -0.1], [-0.4, 0.4, 0.9], [0.0, 0.4, -0.4], [0.3, 0.8, 0.2], [0.0, 0.2, 0.1], [-0.1, 0.3, -0.4], [-0.5, -0.4, 0.4], [0.0, 0.2, -0.3], [-0.1, 1.2, -0.1], [0.4, -0.5, 0.7], [0.2, 0.0, -0.1], [0.3, -0.2, 0.6], [0.3, 0.0, -0.4], [0.2, -0.2, -0.1], [-0.1, 0.3, -0.6], [0.2, -0.5, -0.2], [-0.1, -0.2, 0.2], [0.2, -0.2, 0.4], [0.6, 0.3, -0.1], [0.8, 0.2, 0.3], [-0.1, -0.4, 0.0], [0.2, -0.5, -0.2], [0.0, -0.1, -0.2], [0.4, 0.7, 0.8], [0.3, -0.1, 0.0], [-0.2, -0.4, 0.3], [-0.5, 0.0, 0.0], [0.5, 0.1, -0.2], [-0.4, -0.6, -0.3], [-0.5, 0.0, -0.2]]}

Record 2
{"formula": "C17H16I2N6OPt", "method": "ωB97M-V with the def2-TZVPD basis set", "e_homo_ev": [-7.86, -7.92], "charge": 0, "elements": ["Pt", "I", "I", "O", "N", "N", "N", "N", "N", "N", "C", "C", "C", "C", "C", "C", "C", "C", "C", "C", "C", "C", "C", "C", "C", "C", "C", "H", "H", "H", "H", "H", "H", "H", "H", "H", "H", "H", "H", "H", "H", "H", "H"], "xyz": [[-0.3505, 0.6051, -0.6738], [3.6623, 0.0128, 5.5852], [4.7839, 0.2002, -0.3431], [1.7232, 0.4854, -0.3091], [-0.2040, 0.1205, -3.0573], [-3.4434, 5.0068, 1.5114], [-1.5990, -1.6960, -0.7993], [-4.0501, 4.9868, -2.8649], [-0.1698, 0.2826, 1.6326], [-2.0772, 1.5933, -0.9379], [-0.0923, -2.9154, -2.3434], [3.4294, 0.2589, 1.2671], [1.5426, 0.2181, 3.3454], [3.8474, 0.1634, 2.5821], [1.0546, -1.8966, -2.4164], [-3.1583, 3.8730, -0.7535], [1.1299, 0.2957, 1.9862], [-0.8269, -2.9240, -1.0029], [-1.0994, 0.2593, 2.5623], [-3.3181, 4.4982, 0.4876], [-0.7928, 0.2298, 3.9267], [0.8600, -0.7992, -3.4582], [2.9265, 0.1596, 3.6063], [0.5227, 0.1936, 4.3183], [2.0812, 0.3638, 0.9123], [-2.5363, 2.6682, -0.8345], [-3.6417, 4.4951, -1.9102], [0.6448, -1.2538, -4.4347], [1.1749, -1.4057, -1.4487], [-0.8217, -2.7190, -3.1332], [1.7873, -0.2295, -3.5393], [-2.1251, 0.2537, 2.2195], [-1.1152, -0.3082, -3.1947], [-1.4775, -3.8118, -0.9716], [-0.1045, -3.0019, -0.1869], [4.9013, 0.0973, 2.8011], [1.9905, -2.4080, -2.6386], [-1.5924, 0.2128, 4.6527], [0.7877, 0.1464, 5.3655], [-0.1695, 0.9723, -3.6081], [-2.0515, -1.7336, 0.1083], [-2.3341, -1.6314, -1.4970], [0.3012, -3.9181, -2.5123]], "forces_ev_per_a": [[2.1, 0.3, 0.3], [-0.2, 0.0, -0.4], [-0.1, 0.0, 0.4], [-1.6, -0.5, -1.5], [-0.5, 0.8, 1.3], [0.0, 0.1, 0.3], [-0.1, -0.4, 0.0], [-0.1, 0.2, -0.4], [-0.8, 1.0, -1.4], [-0.6, 0.2, 0.5], [0.1, 0.1, 0.4], [-0.3, 0.0, -1.1], [0.0, 0.0, -0.3], [-0.2, 0.0, 0.6], [-0.1, 0.1, -0.1], [0.1, 0.0, 0.0], [0.9, 0.0, 0.0], [-0.2, -0.3, -0.2], [-0.2, 0.0, -0.3], [0.0, 0.1, 0.6], [0.3, -0.2, 0.2], [0.6, -0.5, 0.3], [0.5, -0.1, 0.4], [-0.3, 0.1, -0.1], [0.7, -0.3, 1.2], [0.3, -1.3, -0.4], [-0.1, 0.1, -0.5], [0.0, 0.2, 0.1], [0.2, -0.1, -0.1], [-0.1, -0.1, -0.1], [-0.1, 0.0, 0.0], [-0.1, 0.1, 0.0], [0.0, 0.2, 0.0], [0.2, 0.1, 0.1], [0.0, 0.0, 0.0], [0.1, 0.0, 0.0], [0.1, 0.0, 0.0], [0.0, 0.0, 0.0], [0.0, 0.0, 0.0], [-0.1, 0.0, 0.1], [-0.1, 0.1, -0.1], [-0.1, 0.0, 0.1], [-0.1, 0.0, -0.1]]}

Energy relative to the best compared isomer or geometry (same formula, charge and spin) readings, ordered: 0.0, 184.9 kJ/mol
F_max readings, ordered: 0.054, 0.044 hartree/bohr